Entry 1:
A molecular structure, C44H43N8OS2SiTi in a non-equilibrium geometry, computed with wB97M-V/def2-TZVPD.

## Properties
Kohn-Sham gap (spin up / spin down), eV: 5.647 / 6.447
Energy relative to the best compared isomer or geometry (same formula, charge and spin), kcal/mol: 42.4
Calculated total energy, eV: -112954.42290
M, Da: 839.97
Charge: +1
Multiplicity: 3
Max |F|, eV/Å: 3.312
⟨S²⟩: 2.035
Highest occupied orbital energy (spin up / spin down), eV: -8.3 / -9.2

Last column: Mulliken charge in e.
Cartesian coordinates (Å):
Ti -0.1477 0.0305 -0.1145  3.040
C -1.7684 -1.8938 1.7983  -0.626
N -1.5629 -0.5017 2.1918  0.639
C -0.6580 -0.3788 3.3230  -1.371
C -0.0407 0.9878 3.4054  1.171
C 0.2741 1.5299 4.6464  -0.918
C 0.8347 2.7913 4.7083  -1.002
C 1.0031 3.4903 3.5223  -1.294
C 0.6578 2.8665 2.3359  -0.160
N 0.1944 1.6237 2.2620  1.125
C -2.8411 0.1333 2.5013  -1.511
C -2.8244 1.6271 2.3019  0.942
C -3.5357 2.4739 3.1460  -1.086
C -3.5162 3.8367 2.8992  -0.669
C -2.7709 4.3055 1.8276  -1.106
C -2.1078 3.3815 1.0379  -0.391
N -2.1343 2.0766 1.2600  0.613
C -2.3959 -1.9369 0.4382  0.336
C -3.5268 -2.6855 0.1908  -0.883
C -4.0988 -2.7071 -1.0801  -1.111
C -3.4398 -1.9770 -2.0710  -1.198
C -2.3080 -1.2656 -1.7619  -0.315
N -1.7735 -1.1696 -0.5067  2.248
H -2.3802 -2.4555 2.5220  0.574
H -0.7895 -2.3788 1.7258  -0.959
H 0.1493 -1.0993 3.2042  -0.169
H -1.1667 -0.6033 4.2765  0.358
H 0.0785 0.9665 5.5430  0.562
H 1.1150 3.2231 5.6556  0.449
H 1.3930 4.4957 3.5089  0.536
H 0.7305 3.4012 1.3982  0.319
H -3.1512 -0.0840 3.5367  0.338
H -3.6122 -0.2885 1.8448  0.578
H -4.1008 2.0695 3.9715  0.518
H -4.0774 4.5169 3.5230  0.443
H -2.7172 5.3561 1.5950  0.513
H -1.5181 3.7029 0.1878  0.410
H -3.9636 -3.2687 0.9871  0.573
H -4.9888 -3.2771 -1.2907  0.498
H -3.8011 -1.9854 -3.0884  0.554
H -1.7934 -0.7408 -2.5568  -0.127
N -3.6542 1.0884 -0.8990  -0.029
C -2.6229 1.5825 -1.6114  -0.151
N -1.3572 1.4629 -1.3042  0.983
C -0.5814 2.2794 -2.0994  -1.496
C -1.2545 2.9548 -3.0746  -0.451
S -2.9439 2.6108 -2.9936  -0.306
C 0.7910 2.4847 -1.7064  -0.995
C 1.6593 3.3790 -2.2582  -0.102
S 3.1102 3.4716 -1.3336  -0.327
C 2.4152 2.3062 -0.2155  -0.271
N 1.2386 1.8575 -0.5615  1.269
N 3.0523 2.0647 0.9512  0.020
H -3.4129 0.5001 -0.1144  -0.620
H -4.5470 0.9637 -1.3435  0.353
H -0.8743 3.6501 -3.7927  0.567
H 1.5224 3.9768 -3.1328  0.534
H 4.0410 2.2599 0.9758  0.405
H 2.7522 1.2457 1.4649  -0.231
C 1.9578 -2.4345 2.3910  -2.344
C 2.1647 -1.2928 1.4100  -0.197
O 1.1452 -0.7614 0.8104  0.711
C 3.5410 -0.9317 1.1703  0.648
C 3.9806 -0.3756 -0.0497  1.147
C 5.3189 -0.1568 -0.2942  -1.274
C 6.2702 -0.4489 0.6758  -0.665
C 5.8581 -0.9452 1.9048  -0.959
C 4.5248 -1.1865 2.1530  -0.899
H 1.0101 -2.9372 2.1995  0.262
H 1.9894 -2.0883 3.4287  0.479
H 2.7486 -3.1748 2.2729  0.600
H 3.2487 -0.1614 -0.8142  0.330
H 5.6264 0.2298 -1.2550  0.484
H 7.3183 -0.2940 0.4781  0.432
H 6.5914 -1.1559 2.6702  0.447
H 4.2331 -1.5550 3.1240  0.423
C -0.7337 -5.4164 -0.6078  -0.606
C 0.3982 -4.8350 -0.0583  -0.731
C 0.9098 -3.6741 -0.6051  -0.391
C 0.3190 -3.0551 -1.7083  0.043
C -0.7708 -3.7007 -2.2843  -0.269
C -1.3017 -4.8578 -1.7380  -0.724
Si 0.9419 -1.2756 -2.0878  0.525
C 0.6698 -0.4834 -3.8121  0.545
C 1.4988 0.5887 -4.1439  -0.509
C 1.3803 1.2560 -5.3474  -0.665
C 0.4312 0.8495 -6.2718  -0.649
C -0.3948 -0.2189 -5.9710  -0.921
C -0.2810 -0.8659 -4.7522  0.182
H -1.1600 -6.3050 -0.1678  0.414
H 0.8783 -5.2919 0.7962  0.451
H 1.8057 -3.2382 -0.1845  0.649
H -1.2156 -3.3045 -3.1838  0.344
H -2.1646 -5.3197 -2.1968  0.522
H 2.4138 -1.5737 -2.2265  -0.229
H 2.2694 0.8914 -3.4460  0.245
H 2.0389 2.0828 -5.5746  0.482
H 0.3432 1.3557 -7.2216  0.410
H -1.1226 -0.5581 -6.6937  0.461
H -0.9319 -1.7033 -4.5504  0.205

Entry 2:
A molecular structure, C4H9NO2S in a non-equilibrium geometry, computed with wB97M-V/def2-TZVPD.

## Properties
Kohn-Sham gap (spin up / spin down), eV: 7.918 / 5.854
Energy relative to the best compared isomer or geometry (same formula, charge and spin), kcal/mol: 165.9
Calculated total energy, eV: -20707.84010
M, Da: 135.19
Charge: 0
Max |F|, eV/Å: 3.620
Highest occupied orbital energy (spin up / spin down), eV: -8.8 / -8.2

Last column: Mulliken charge in e.
Cartesian coordinates (Å):
C 1.1009 1.7295 -0.0254  -1.510
C -1.0290 0.4786 0.7022  -1.326
C 1.1767 -0.8003 0.3742  -1.584
C 0.3101 0.4411 -0.0443  1.391
N -1.8760 -2.0613 -0.9150  0.613
O -0.9673 -1.6826 -1.6252  -0.333
O -2.1557 -3.1527 -0.5149  -0.418
S -0.0452 0.3561 -1.7583  -0.078
H 0.6902 2.6705 0.3526  0.337
H 2.1022 1.5952 0.4344  0.310
H 1.3186 2.0743 -1.0838  0.341
H -1.6789 1.3308 0.3091  0.346
H -1.0325 0.6337 1.9202  0.275
H -1.6947 -0.3378 0.4927  0.375
H 1.0544 -0.7874 1.4062  0.441
H 0.6023 -1.6431 0.0348  0.388
H 2.1239 -0.8448 -0.0593  0.431

Entry 3:
A molecular structure, C29H54BBr2FN8O8S in a non-equilibrium geometry, computed with wB97M-V/def2-TZVPD.

## Properties
Kohn-Sham gap, eV: 7.895
Calculated total energy, eV: -213565.39908
M, Da: 864.48
Charge: 0
Max |F|, eV/Å: 2.674
Highest occupied orbital energy, eV: -8.9

Last column: Mulliken charge in e.
Cartesian coordinates (Å):
C -0.2403 -3.5680 2.4822  -0.938
C 1.1598 -3.2352 1.8729  0.156
O 2.0321 -2.9018 2.9733  -0.500
B 3.2879 -2.4936 2.6034  0.823
O 4.3329 -2.7432 3.4976  -0.499
C 3.6609 -1.7104 1.2587  -0.019
C 2.9616 -0.6609 0.7449  -0.889
C 3.3298 0.0750 -0.4575  0.067
F 2.5127 1.1027 -0.7490  -0.344
C 4.4397 -0.2310 -1.2093  -0.396
C 4.7916 0.6091 -2.4503  -0.109
Br 6.1786 -0.0925 -3.6262  -0.125
C 3.4951 0.9407 -3.3100  -0.058
C 3.5707 0.6533 -4.8200  -1.726
Br 3.1622 2.9013 -3.1599  -0.150
C 5.1987 -1.3483 -0.6761  0.986
N 6.3463 -1.8357 -1.1736  -0.462
S 6.8512 -3.0626 -0.2770  0.069
N 5.6902 -3.1104 0.8770  -0.551
C 4.8685 -2.1262 0.5398  0.521
H -0.6887 -4.4703 2.0357  0.308
H -0.9136 -2.6888 2.4816  0.013
H -0.0509 -3.8200 3.5458  0.373
H 1.5015 -4.1360 1.3295  0.196
H 1.0183 -2.3831 1.1918  0.064
H 4.7905 -1.8910 3.5699  0.298
H 2.0672 -0.3336 1.2934  0.651
H 5.1571 1.5824 -2.0815  0.543
H 2.5845 0.4699 -2.9201  0.356
H 3.6847 -0.4158 -5.0676  0.433
H 2.5825 0.9396 -5.2382  0.458
H 4.2925 1.2873 -5.3593  0.439
C -3.1048 -0.6886 1.5793  -0.112
O -2.2940 -1.5457 1.2504  -0.528
N -2.8561 0.6314 1.6179  0.256
C -3.8710 1.5917 2.0178  -0.240
C -1.5364 1.1088 1.2491  -0.844
H -4.1329 -0.9438 1.8776  0.367
H -4.0496 2.2904 1.1981  0.332
H -3.5258 2.1417 2.8901  0.365
H -4.8014 1.0829 2.2608  -0.372
H -1.3137 0.8099 0.2229  0.287
H -0.7900 0.6615 1.9091  0.266
H -1.4925 2.1928 1.3308  0.239
C -3.3132 4.9104 2.5618  0.294
O -4.2373 4.3283 3.0983  -0.643
N -2.7707 6.0655 2.9912  0.097
C -1.6674 6.7041 2.2992  -0.915
C -3.3106 6.6901 4.1869  -0.945
H -2.8316 4.5201 1.6476  0.167
H -0.8144 6.7880 2.9758  0.343
H -1.9703 7.7021 1.9764  0.338
H -1.3727 6.1232 1.4269  0.312
H -3.2189 6.0026 5.0290  0.295
H -4.3679 6.9116 4.0353  0.295
H -2.7725 7.6096 4.4057  0.379
C -7.1963 -1.2956 3.1820  0.126
O -6.4735 -1.1161 2.2172  -0.603
N -7.7725 -0.3235 3.9159  0.146
C -8.6233 -0.6206 5.0518  -0.931
C -7.5352 1.0659 3.5593  -0.862
H -7.4434 -2.3087 3.5396  0.279
H -9.6180 -0.2047 4.8787  0.334
H -8.1971 -0.1722 5.9516  0.343
H -8.7086 -1.6960 5.1973  0.292
H -7.8780 1.2430 2.5387  0.306
H -6.4671 1.2769 3.6068  0.202
H -8.0663 1.7247 4.2423  0.380
C 10.8032 0.5011 2.2244  0.127
O 12.0116 0.6135 2.2627  -0.584
N 10.1338 -0.6718 2.1959  0.146
C 8.6869 -0.7335 2.1506  -0.888
C 10.8921 -1.9105 2.2110  -0.948
H 10.1361 1.3801 2.2095  0.257
H 8.3236 -1.2742 3.0281  0.331
H 8.3782 -1.2624 1.2464  0.304
H 8.2568 0.2669 2.1440  0.289
H 11.5012 -1.9529 3.1151  0.308
H 11.5559 -1.9409 1.3457  0.305
H 10.2177 -2.7640 2.1845  0.350
C -1.7792 -2.5298 -3.3311  0.152
O -1.6114 -2.5036 -4.5392  -0.653
N -2.6997 -3.2723 -2.6922  0.184
C -2.8382 -3.2481 -1.2454  -0.853
C -3.5796 -4.1219 -3.4746  -0.970
H -1.1643 -1.9225 -2.6455  0.308
H -2.6744 -4.2531 -0.8504  0.345
H -3.8451 -2.9163 -0.9863  0.367
H -2.1172 -2.5695 -0.7987  0.146
H -2.9835 -4.8372 -4.0438  0.301
H -4.1473 -3.5093 -4.1772  0.277
H -4.2644 -4.6560 -2.8199  0.388
C -2.5148 2.0034 -6.7675  0.149
O -2.5592 3.0348 -7.4122  -0.606
N -2.5345 0.7610 -7.2886  0.162
C -2.4782 -0.4290 -6.4554  -0.894
C -2.6147 0.6101 -8.7298  -0.974
H -2.4525 2.0080 -5.6658  0.263
H -1.5987 -1.0144 -6.7219  0.363
H -3.3755 -1.0286 -6.6228  0.331
H -2.4201 -0.1637 -5.4033  0.198
H -1.7581 1.1003 -9.1954  0.303
H -3.5258 1.0865 -9.0956  0.299
H -2.6215 -0.4446 -8.9964  0.383

Entry 4:
A molecular structure, C31H32N3PTc in a non-equilibrium geometry, computed with wB97M-V/def2-TZVPD.

## Properties
Kohn-Sham gap (spin up / spin down), eV: 6.622 / 5.561
Calculated total energy, eV: -48604.89641
M, Da: 575.59
Charge: +2
Multiplicity: 4
Max |F|, eV/Å: 4.319
⟨S²⟩: 3.795
Highest occupied orbital energy (spin up / spin down), eV: -14.1 / -14.5

Last column: Mulliken charge in e.
Cartesian coordinates (Å):
C 0.9966 -2.4144 1.1945  -0.815
C 0.3626 -2.3481 -1.6597  -1.216
H 2.0997 -2.1513 1.2768  0.227
H 0.9669 -3.3352 0.5677  0.416
H 0.5444 -2.6502 2.1797  0.337
H -0.0548 -1.8307 -2.5596  0.425
H 1.4601 -2.2257 -1.4658  0.435
H 0.0131 -3.3767 -1.4758  0.568
C 2.4438 0.9117 0.6359  -0.433
C 3.0341 2.1723 0.8458  -0.771
C 2.4455 3.2989 0.2453  -0.569
C 1.3321 3.0840 -0.5712  -0.784
H 2.8929 0.0297 1.0849  0.667
H 3.9202 2.2716 1.4923  0.443
H 2.8218 4.3281 0.3788  0.466
H 0.8534 3.9060 -1.1129  0.348
N 1.3223 0.7103 -0.1114  0.320
C 0.8112 1.7947 -0.7682  1.076
C -0.2512 1.5825 -1.7858  0.475
N -0.8386 0.3720 -1.8154  0.630
C -1.7450 0.1117 -2.7811  -0.251
C -1.5177 2.2945 -3.7574  -0.591
C -2.0916 1.0268 -3.7775  -0.972
H -2.2172 -0.8703 -2.7440  0.413
H -2.8151 0.7380 -4.5260  0.436
C -0.6003 2.5516 -2.7514  -0.916
H -0.1474 3.5221 -2.6829  0.312
H -1.7887 3.0708 -4.4736  0.460
Tc -0.1008 -1.1985 -0.0091  0.463
C -1.8828 -2.1926 -0.4510  -1.143
H -1.9164 -2.8935 -1.3010  0.464
H -2.6899 -1.4627 -0.6606  0.337
H -2.2595 -2.7714 0.4160  0.507
N -0.8540 -0.6845 1.5574  -0.059
P -1.2394 -0.0255 3.0091  1.441
C -0.0009 -0.7173 4.1216  1.017
C -0.3837 -1.2520 5.3611  -0.450
C 0.5465 -1.9643 6.1226  -0.739
C 1.8276 -2.2094 5.6076  -0.664
C 2.2185 -1.6664 4.3756  -0.613
C 1.3336 -0.8386 3.6838  -0.715
C -1.0742 1.7473 3.2265  0.576
C 0.1945 2.3400 3.3302  -0.255
C 0.3037 3.6768 3.7036  -0.863
C -0.8510 4.4243 3.9726  -0.545
C -2.1176 3.8498 3.8218  -0.805
C -2.2300 2.5225 3.4221  -0.339
C -2.9697 -0.4275 3.2261  0.014
C -3.5228 -0.4659 4.5184  0.004
C -4.8006 -0.9903 4.7036  -0.995
C -5.5689 -1.3655 3.5976  -0.460
C -5.0744 -1.1866 2.3022  -0.836
C -3.7854 -0.6900 2.1090  -0.514
H -1.4090 -1.1339 5.7069  0.135
H 0.2439 -2.3445 7.1007  0.441
H 2.5421 -2.8137 6.1691  0.408
H 3.1983 -1.8753 3.9361  0.438
H 1.6539 -0.3768 2.7404  0.283
H 1.0737 1.7259 3.1388  0.340
H 1.2918 4.1246 3.8226  0.471
H -0.7555 5.4591 4.2970  0.420
H -3.0148 4.4289 4.0495  0.420
H -3.2119 2.0643 3.2907  0.443
H -2.9504 -0.0939 5.3689  0.510
H -5.1818 -1.1198 5.7161  0.425
H -6.5646 -1.7878 3.7329  0.416
H -5.6769 -1.4439 1.4339  0.439
H -3.3826 -0.5359 1.1101  0.447